{
  "formula": "C12H36O12",
  "method": "the ωB97M-V functional and the def2-TZVPD basis",
  "e_homo_ev": -9.595,
  "orbital_gap_ev": 9.853,
  "smiles": "OCCO.OCCO.OCCO.OCCO.OCCO.OCCO",
  "relative_energy_kcal_mol": 0.0,
  "species": ["C", "C", "O", "O", "H", "H", "H", "H", "H", "H", "C", "C", "O", "O", "H", "H", "H", "H", "H", "H", "C", "C", "O", "O", "H", "H", "H", "H", "H", "H", "C", "C", "O", "O", "H", "H", "H", "H", "H", "H", "C", "C", "O", "O", "H", "H", "H", "H", "H", "H", "C", "C", "O", "O", "H", "H", "H", "H", "H", "H"],
  "coordinates": [[-0.375, 4.066, -1.696], [0.899, 3.369, -2.128], [0.700, 1.975, -2.245], [-1.408, 3.857, -2.644], [-0.217, 5.142, -1.615], [-0.691, 3.696, -0.711], [1.702, 3.612, -1.415], [1.194, 3.770, -3.099], [0.659, 1.611, -1.348], [-1.449, 2.906, -2.808], [1.224, -1.395, 4.546], [2.093, -0.564, 3.625], [1.343, 0.463, 2.954], [1.054, -0.813, 5.823], [1.711, -2.358, 4.702], [0.255, -1.541, 4.056], [2.539, -1.214, 2.872], [2.897, -0.121, 4.221], [1.363, 1.252, 3.502], [0.408, -0.104, 5.761], [-3.412, -0.525, 3.639], [-2.608, -1.641, 4.213], [-3.497, -2.736, 4.396], [-2.543, 0.591, 3.427], [-4.264, -0.254, 4.268], [-3.851, -0.858, 2.686], [-2.153, -1.344, 5.171], [-1.767, -1.915, 3.565], [-3.007, -3.449, 4.814], [-3.016, 1.234, 2.892], [3.344, -0.924, -1.733], [3.741, 0.502, -2.000], [4.766, 0.814, -1.061], [2.740, -1.042, -0.432], [4.242, -1.552, -1.724], [2.660, -1.266, -2.506], [2.866, 1.140, -1.845], [4.093, 0.589, -3.033], [4.882, 1.765, -1.004], [3.403, -0.691, 0.174], [-0.689, -0.838, -0.031], [-0.997, 0.614, 0.211], [0.211, 1.341, 0.512], [0.061, -1.062, -1.190], [-1.617, -1.423, -0.071], [-0.216, -1.234, 0.883], [-1.666, 0.692, 1.072], [-1.438, 1.122, -0.645], [0.616, 0.893, 1.268], [0.993, -0.872, -0.993], [-1.443, -1.836, -4.091], [-2.229, -1.805, -5.368], [-1.534, -1.078, -6.387], [-1.763, -0.707, -3.297], [-0.374, -1.832, -4.335], [-1.661, -2.778, -3.569], [-3.220, -1.384, -5.192], [-2.357, -2.833, -5.726], [-2.100, -0.375, -6.713], [-1.093, -0.652, -2.599]],
  "forces_ev_per_a": [[-0.2, -0.2, 0.0], [0.1, 0.5, 0.3], [0.1, 0.0, -0.2], [-0.1, 0.1, 0.0], [0.0, 0.0, -0.1], [0.1, 0.0, 0.0], [0.0, -0.1, 0.0], [0.0, -0.2, -0.1], [0.0, 0.0, 0.2], [0.1, 0.0, -0.1], [0.0, 0.1, -0.3], [-0.1, 0.0, 0.1], [0.3, -0.2, 0.2], [-0.1, 0.1, 0.2], [-0.1, -0.1, 0.1], [0.1, -0.2, 0.0], [-0.1, 0.1, -0.2], [0.0, 0.0, -0.1], [-0.1, 0.1, 0.0], [-0.1, 0.0, 0.0], [-0.4, 0.5, -0.9], [0.4, -0.5, 0.7], [0.1, 0.1, 0.0], [-0.1, -0.2, 0.1], [0.2, -0.1, 0.3], [0.2, 0.0, 0.1], [-0.2, 0.1, -0.1], [-0.2, 0.1, -0.3], [-0.1, -0.1, 0.0], [0.0, 0.1, 0.1], [0.5, 0.0, 0.4], [-0.2, 0.0, 0.1], [0.2, 0.0, 0.1], [0.0, -0.1, -0.5], [-0.1, 0.0, -0.3], [-0.2, -0.1, 0.2], [0.1, 0.0, -0.2], [0.0, 0.1, 0.0], [-0.1, 0.0, -0.1], [-0.1, 0.1, 0.1], [-0.7, -0.4, 0.7], [0.4, 0.5, 0.6], [-0.4, -0.2, -0.4], [0.2, -0.1, -0.2], [0.0, 0.2, -0.4], [0.4, 0.1, -0.2], [-0.2, 0.0, -0.1], [-0.1, -0.2, -0.1], [0.3, 0.1, 0.2], [-0.1, -0.1, 0.2], [0.2, 0.1, 0.3], [0.1, -0.2, -0.6], [-0.2, 0.0, 0.1], [-0.1, 0.0, 0.0], [-0.1, -0.1, -0.1], [0.0, 0.1, 0.1], [0.0, 0.0, 0.1], [0.0, 0.1, 0.0], [0.0, 0.0, 0.0], [0.1, 0.0, -0.1]],
  "nbo_charge": [-0.09, -0.09, -0.75, -0.72, 0.18, 0.16, 0.15, 0.18, 0.49, 0.48, -0.09, -0.10, -0.75, -0.72, 0.18, 0.17, 0.18, 0.18, 0.48, 0.47, -0.08, -0.07, -0.72, -0.73, 0.17, 0.17, 0.16, 0.16, 0.47, 0.48, -0.09, -0.11, -0.74, -0.75, 0.18, 0.20, 0.20, 0.17, 0.48, 0.49, -0.10, -0.11, -0.77, -0.76, 0.19, 0.16, 0.18, 0.19, 0.50, 0.51, -0.08, -0.08, -0.73, -0.75, 0.17, 0.15, 0.18, 0.16, 0.47, 0.50]
}

{
  "formula": "C25H34F13INO10",
  "method": "the ωB97M-V functional and the def2-TZVPD basis",
  "e_homo_ev": -2.576,
  "orbital_gap_ev": 4.421,
  "total_charge": -1,
  "species": ["C", "C", "O", "N", "C", "C", "C", "C", "O", "F", "C", "C", "C", "I", "H", "H", "H", "H", "H", "H", "H", "H", "H", "H", "H", "H", "H", "H", "C", "C", "O", "C", "O", "C", "F", "F", "F", "H", "H", "H", "H", "H", "C", "C", "O", "C", "O", "C", "F", "F", "F", "H", "H", "H", "H", "H", "C", "C", "O", "C", "O", "C", "F", "F", "F", "H", "H", "H", "H", "H", "C", "C", "O", "C", "O", "C", "F", "F", "F", "H", "H", "H", "H", "H"],
  "coordinates": [[1.092, -0.977, -1.935], [1.208, -1.909, -3.117], [1.262, -1.445, -4.251], [1.154, -3.286, -2.829], [0.211, -3.997, -3.688], [2.465, -3.990, -2.609], [3.572, -3.436, -3.565], [4.392, -2.351, -2.960], [4.091, -1.230, -2.683], [5.664, -2.759, -2.630], [2.904, -3.854, -1.156], [2.090, -4.638, -0.112], [0.859, -3.895, 0.392], [1.538, -6.593, -0.868], [1.780, -1.229, -1.128], [1.181, 0.062, -2.247], [0.085, -1.131, -1.531], [-0.793, -3.992, -3.233], [0.537, -5.034, -3.768], [0.108, -3.540, -4.680], [4.246, -4.259, -3.825], [3.123, -3.073, -4.491], [2.906, -2.805, -0.812], [3.936, -4.220, -1.085], [2.750, -4.867, 0.727], [0.318, -3.421, -0.428], [0.169, -4.589, 0.879], [1.160, -3.147, 1.132], [-1.505, -5.172, 6.293], [-2.504, -5.712, 5.294], [-3.090, -4.651, 4.512], [-2.351, -4.218, 3.496], [-1.272, -4.606, 3.173], [-3.117, -3.125, 2.723], [-3.671, -2.234, 3.561], [-4.101, -3.678, 2.003], [-2.303, -2.476, 1.903], [-1.970, -4.417, 6.927], [-1.135, -5.981, 6.923], [-0.656, -4.714, 5.787], [-3.344, -6.184, 5.799], [-2.051, -6.444, 4.628], [4.646, 1.215, -4.334], [3.567, 2.180, -4.760], [3.645, 3.429, -4.020], [4.521, 4.312, -4.445], [5.263, 4.230, -5.381], [4.441, 5.577, -3.563], [4.399, 5.276, -2.262], [3.334, 6.276, -3.864], [5.494, 6.366, -3.774], [4.599, 1.039, -3.263], [4.504, 0.264, -4.841], [5.639, 1.597, -4.575], [2.584, 1.776, -4.528], [3.604, 2.398, -5.827], [-4.060, 1.825, 1.846], [-3.638, 0.380, 1.683], [-3.649, -0.014, 0.296], [-2.588, 0.352, -0.411], [-1.642, 0.969, -0.022], [-2.721, -0.170, -1.857], [-3.952, 0.060, -2.340], [-2.506, -1.489, -1.884], [-1.842, 0.427, -2.648], [-5.038, 1.988, 1.391], [-4.116, 2.078, 2.903], [-3.347, 2.487, 1.363], [-4.338, -0.292, 2.174], [-2.650, 0.202, 2.103], [-0.600, 7.865, 3.556], [-1.972, 8.300, 3.093], [-2.814, 7.163, 2.809], [-3.391, 6.589, 3.851], [-3.305, 6.911, 4.998], [-4.264, 5.413, 3.367], [-3.615, 4.665, 2.473], [-5.381, 5.881, 2.792], [-4.616, 4.639, 4.390], [-0.143, 7.201, 2.821], [0.042, 8.736, 3.687], [-0.656, 7.332, 4.504], [-1.911, 8.844, 2.153], [-2.463, 8.939, 3.826]],
  "forces_ev_per_a": [[-0.2, -0.2, 0.1], [0.2, 0.2, -0.3], [-0.3, -0.2, 0.3], [-0.2, -0.2, -0.2], [-0.2, 0.0, 0.0], [0.0, 1.1, 0.2], [0.2, -0.9, 0.1], [-0.3, 0.5, -0.3], [0.1, -0.3, 0.2], [0.1, -0.1, 0.1], [-0.1, -0.7, -0.4], [0.3, 0.7, -0.1], [-0.3, -0.5, 0.1], [0.0, 0.0, 0.1], [0.1, 0.1, -0.1], [0.2, -0.1, 0.0], [0.1, 0.0, 0.0], [0.1, 0.0, 0.0], [0.1, 0.1, 0.0], [0.2, -0.2, 0.0], [0.0, 0.1, 0.0], [-0.1, 0.1, 0.1], [0.1, 0.0, 0.3], [0.0, 0.1, -0.1], [-0.2, -0.2, 0.0], [0.2, 0.0, 0.0], [0.1, 0.2, 0.1], [0.0, 0.1, -0.1], [0.0, 0.2, -0.1], [0.1, -0.3, 0.2], [0.0, 0.0, -0.1], [-0.1, -0.1, 0.1], [0.1, 0.0, 0.0], [0.1, 0.0, -0.1], [0.0, 0.0, 0.1], [0.0, 0.0, 0.0], [0.0, 0.0, 0.0], [0.0, -0.1, 0.0], [0.0, 0.0, 0.0], [0.0, -0.1, 0.0], [-0.1, 0.1, 0.0], [0.0, 0.1, -0.1], [0.3, 0.4, 0.0], [-0.2, -0.5, -0.2], [0.0, 0.1, 0.0], [-0.1, -0.2, 0.0], [0.0, 0.1, 0.0], [0.1, 0.0, 0.0], [0.0, 0.0, 0.0], [0.0, 0.0, 0.0], [0.0, 0.0, 0.0], [-0.1, -0.1, 0.0], [-0.1, 0.0, 0.0], [0.0, 0.0, -0.1], [0.0, 0.1, 0.1], [0.1, 0.1, 0.0], [0.0, -0.1, -0.3], [-0.1, 0.1, 0.4], [0.0, 0.0, -0.1], [-0.1, 0.0, 0.1], [0.0, 0.0, 0.0], [0.0, 0.0, -0.1], [0.0, 0.0, 0.0], [0.0, 0.0, 0.0], [0.0, 0.0, 0.0], [0.0, 0.0, 0.1], [0.0, 0.0, 0.0], [0.1, 0.0, 0.0], [0.0, 0.0, -0.1], [0.1, 0.0, -0.1], [0.0, -0.2, 0.0], [0.2, 0.3, 0.0], [-0.1, 0.0, 0.0], [0.1, 0.1, -0.1], [0.0, 0.0, 0.0], [0.0, -0.1, 0.0], [0.0, 0.1, 0.0], [0.0, 0.0, 0.0], [0.0, 0.0, 0.0], [0.0, 0.1, 0.0], [0.0, 0.0, 0.0], [0.0, 0.1, 0.0], [-0.1, -0.1, -0.1], [-0.1, -0.1, 0.1]],
  "lowdin_charge": [0.00, -0.50, 0.03, -0.15, -0.10, -0.30, -0.12, -0.46, 0.10, 0.04, -0.31, -0.74, -0.19, 0.72, 0.06, 0.08, 0.06, 0.07, 0.06, 0.07, 0.10, 0.11, 0.09, 0.11, 0.05, 0.06, 0.03, 0.08, -0.06, -0.20, 0.03, -0.39, 0.18, -0.54, 0.15, 0.17, 0.18, 0.08, 0.08, 0.08, 0.12, 0.13, -0.06, -0.17, 0.04, -0.42, 0.16, -0.55, 0.17, 0.16, 0.16, 0.07, 0.08, 0.08, 0.13, 0.12, -0.06, -0.20, 0.03, -0.40, 0.17, -0.55, 0.16, 0.17, 0.18, 0.09, 0.08, 0.07, 0.11, 0.12, -0.06, -0.19, 0.03, -0.40, 0.17, -0.55, 0.16, 0.17, 0.17, 0.09, 0.08, 0.08, 0.13, 0.12]
}

{
  "formula": "C7H9N2O4",
  "method": "the ωB97M-V functional and the def2-TZVPD basis",
  "e_homo_ev": -1.407,
  "orbital_gap_ev": 4.981,
  "total_charge": -1,
  "relative_energy_kcal_mol": 87.5,
  "species": ["C", "C", "C", "C", "C", "C", "C", "N", "N", "O", "O", "O", "O", "H", "H", "H", "H", "H", "H", "H", "H", "H"],
  "coordinates": [[0.939, -0.795, 0.986], [1.785, 0.174, 1.394], [-4.026, -0.064, -1.756], [-1.343, -0.697, -0.004], [-0.350, -0.165, 0.749], [1.483, 2.661, 0.852], [-1.996, -2.451, -1.351], [-0.309, 1.113, 1.356], [1.122, 1.399, 1.591], [-4.855, -0.603, -1.124], [-3.486, 0.494, -2.631], [-2.420, -0.176, -0.311], [-0.943, -1.932, -0.580], [1.281, -1.771, 0.828], [2.770, 0.218, 1.562], [1.058, 2.553, -0.106], [1.202, 3.658, 1.307], [2.494, 2.525, 0.731], [-2.833, -2.090, -0.950], [-2.123, -3.588, -1.429], [-2.012, -2.193, -2.376], [-0.657, 1.825, 0.790]],
  "forces_ev_per_a": [[0.5, 2.3, 0.1], [-3.2, 0.2, -1.1], [-0.9, -0.2, -0.4], [2.0, 0.2, 0.3], [0.7, -2.1, -0.1], [-1.3, -1.4, 1.6], [1.8, -3.1, -0.7], [0.7, -0.5, 2.1], [-1.7, 2.3, 0.6], [0.6, 0.3, -0.2], [0.1, -0.1, 0.3], [-1.6, 0.8, -0.1], [-0.4, -0.8, -0.6], [-0.1, -1.3, -0.3], [3.6, -0.4, 0.7], [-0.7, 0.3, -1.6], [0.2, -1.4, -0.1], [2.7, 0.5, -0.3], [-3.6, 1.0, 1.4], [0.9, 1.2, 0.9], [0.6, 0.9, -1.3], [-0.8, 1.3, -1.3]],
  "nbo_charge": [-0.22, -0.14, 1.08, 0.63, -0.18, -0.43, -0.25, -0.45, -0.29, -0.57, -0.57, -0.80, -0.55, 0.21, 0.17, 0.17, 0.19, 0.19, 0.19, 0.14, 0.15, 0.33]
}